Here is 9 unconnected molecules or ions with the total composition C56H88O19 from OMol25. Energies are from wB97M-V/def2-TZVPD.

Results
LUMO energy ... 0.6 eV
Orbital gap ... 8.6 eV
Highest occupied orbital energy ... -8.074 eV
DFT total energy ... -98403.577 eV

```
163
Properties=species:S:1:pos:R:3:forces:R:3
C 5.618 0.063 0.115 -0.80 -0.11 0.18
C 4.214 -0.300 0.684 0.55 -0.16 -0.20
C 3.900 -1.794 0.509 -0.01 0.51 -0.48
C 3.361 -2.089 -0.913 -0.31 -0.04 0.33
C 1.976 -2.748 -0.853 0.51 -0.38 -0.05
C 1.480 -3.304 -2.204 -0.37 0.86 0.31
C 0.018 -2.891 -2.451 0.39 -0.37 -0.36
C -0.993 -3.813 -1.785 -0.15 0.44 0.25
C -2.456 -3.462 -2.114 -0.19 -0.76 0.03
C -3.408 -3.676 -0.927 0.31 0.16 0.32
C -3.646 -2.447 -0.031 -0.16 -0.42 -0.12
C -4.129 -1.217 -0.800 0.25 -0.24 0.63
C -3.077 -0.129 -1.043 0.09 0.13 -0.47
O -1.754 -0.651 -1.058 -0.06 0.11 0.23
C -0.846 -0.015 -0.219 -0.06 -0.09 0.09
C -0.431 -0.698 0.919 0.06 0.04 0.15
C 0.475 -0.140 1.815 -0.22 0.05 -0.23
C 0.874 -0.895 3.052 -0.24 -0.42 -0.10
C 0.955 1.134 1.526 0.17 -0.10 0.12
C 0.569 1.790 0.372 0.04 0.10 0.16
C -0.334 1.239 -0.533 -0.23 -0.13 -0.12
C -0.741 1.971 -1.795 0.29 0.29 -0.09
C -1.666 3.163 -1.499 0.06 0.07 -0.43
C 0.500 2.418 -2.609 0.03 -0.11 0.27
O -5.176 -0.528 -0.038 -0.24 0.07 -0.45
C -6.407 -1.035 -0.285 0.12 0.16 0.05
O -7.236 -0.461 -0.927 -0.06 -0.05 0.10
H 5.543 0.873 -0.610 0.18 0.09 0.06
H 6.030 -0.806 -0.396 0.21 0.06 -0.01
H 6.272 0.358 0.933 0.23 0.01 -0.16
H 3.459 0.283 0.154 -0.14 -0.02 0.16
H 4.164 -0.016 1.736 -0.02 -0.01 0.01
H 3.180 -2.099 1.269 -0.04 -0.14 -0.09
H 4.809 -2.380 0.656 -0.03 0.00 0.33
H 4.062 -2.702 -1.486 -0.04 -0.09 0.02
H 3.246 -1.147 -1.459 0.12 -0.02 -0.10
H 1.288 -1.989 -0.479 -0.09 -0.10 0.03
H 2.027 -3.536 -0.095 -0.15 -0.04 -0.02
H 2.091 -2.844 -2.986 0.07 -0.23 -0.09
H 1.587 -4.390 -2.242 0.12 -0.01 -0.15
H -0.198 -2.871 -3.527 0.04 -0.08 0.00
H -0.085 -1.863 -2.106 -0.23 -0.01 -0.01
H -0.789 -4.838 -2.107 -0.02 -0.02 0.01
H -0.857 -3.824 -0.696 0.13 0.19 -0.02
H -2.781 -4.149 -2.896 -0.04 0.19 -0.16
H -2.569 -2.459 -2.524 0.19 0.04 0.01
H -4.377 -4.069 -1.243 0.02 0.11 -0.21
H -2.960 -4.444 -0.288 -0.17 -0.12 -0.03
H -2.763 -2.251 0.573 0.01 0.27 -0.08
H -4.440 -2.711 0.672 0.05 0.02 0.08
H -4.565 -1.543 -1.747 0.02 0.07 -0.04
H -3.184 0.659 -0.297 0.02 -0.14 0.18
H -3.268 0.325 -2.021 -0.05 0.06 0.05
H -0.814 -1.693 1.112 -0.06 0.00 -0.07
H 0.391 -1.876 3.039 0.04 0.00 0.02
H 0.534 -0.400 3.962 0.19 0.18 -0.02
H 1.947 -1.082 3.104 0.04 0.22 0.07
H 1.637 1.613 2.217 0.02 0.03 -0.04
H 0.986 2.774 0.184 -0.04 0.01 -0.08
H -1.286 1.271 -2.428 -0.06 0.00 0.05
H -1.703 3.800 -2.387 -0.07 0.00 0.01
H -2.693 2.852 -1.306 0.06 -0.01 0.30
H -1.295 3.785 -0.682 -0.05 -0.10 0.11
H 0.385 3.417 -3.029 -0.08 0.00 -0.01
H 0.663 1.745 -3.443 0.06 -0.07 -0.01
H 1.405 2.411 -2.000 -0.01 0.07 0.02
H -6.589 -2.016 0.183 0.02 -0.04 -0.06
O 5.622 -3.131 3.457 -0.05 0.04 -0.08
C 5.662 -4.268 3.088 0.05 0.03 0.21
C 6.756 -5.290 3.328 -0.13 -0.02 -0.53
C 6.428 -6.376 2.310 0.09 -0.03 0.04
C 4.918 -6.236 2.179 0.04 -0.12 -0.04
O 4.647 -4.839 2.390 -0.01 0.00 -0.04
H 6.671 -5.654 4.347 0.04 0.03 0.06
H 7.735 -4.846 3.175 0.01 0.07 0.22
H 6.743 -7.373 2.612 -0.05 0.01 0.07
H 6.906 -6.144 1.357 -0.02 -0.01 -0.01
H 4.382 -6.808 2.939 0.02 0.00 0.02
H 4.544 -6.518 1.197 -0.08 0.11 0.00
O 1.693 3.998 3.911 -0.02 -0.10 0.04
C 0.508 4.103 3.749 0.13 0.21 -0.18
C -0.320 5.372 3.726 -0.32 -0.22 0.23
C -1.745 4.844 3.876 0.28 0.20 -0.07
C -1.634 3.471 3.237 -0.19 0.07 -0.08
O -0.284 3.040 3.506 -0.05 -0.07 0.16
H -0.167 5.865 2.766 0.06 0.03 0.01
H -0.028 6.036 4.536 0.18 0.06 -0.11
H -2.500 5.473 3.411 0.03 -0.02 -0.06
H -1.989 4.748 4.930 0.09 -0.08 -0.23
H -1.771 3.502 2.153 0.04 0.00 -0.01
H -2.326 2.745 3.658 0.12 -0.09 0.03
O -4.861 -2.946 -3.846 -0.13 -0.24 -0.08
C -6.018 -3.017 -4.157 0.10 0.54 -0.07
C -7.037 -1.894 -4.123 -0.35 -0.33 0.14
C -8.361 -2.649 -4.230 0.04 0.08 0.01
C -7.951 -3.888 -5.017 -0.19 0.05 -0.01
O -6.586 -4.144 -4.634 0.06 -0.07 0.03
H -6.862 -1.245 -4.983 0.06 0.04 0.03
H -6.952 -1.321 -3.204 0.14 0.12 -0.09
H -9.160 -2.086 -4.707 0.02 -0.02 -0.05
H -8.700 -2.936 -3.234 -0.01 0.00 -0.01
H -7.976 -3.722 -6.096 0.02 0.02 0.00
H -8.549 -4.764 -4.782 0.12 -0.07 0.01
O 0.857 1.993 -5.681 -0.01 0.06 -0.12
C 1.682 2.724 -6.141 -0.10 -0.18 -0.19
C 2.807 2.373 -7.096 0.29 0.27 0.20
C 3.726 3.588 -6.991 0.01 -0.10 -0.04
C 2.740 4.695 -6.641 0.11 0.05 -0.06
O 1.708 4.054 -5.874 0.02 0.02 0.03
H 2.384 2.259 -8.096 -0.02 -0.07 0.01
H 3.287 1.447 -6.794 -0.15 -0.11 -0.08
H 4.299 3.795 -7.892 -0.05 0.03 -0.02
H 4.429 3.446 -6.169 0.00 0.02 0.00
H 2.284 5.140 -7.528 0.00 -0.02 -0.01
H 3.182 5.486 -6.039 -0.10 0.00 0.07
O -3.547 4.802 6.211 -0.42 0.03 0.31
C -3.872 5.877 6.626 0.20 -0.15 0.12
C -4.110 6.287 8.067 -0.33 0.26 -0.10
C -4.862 7.607 7.915 0.03 -0.07 0.08
C -4.325 8.122 6.585 -0.05 0.11 0.08
O -4.045 6.942 5.812 -0.05 0.03 -0.03
H -3.141 6.417 8.552 0.01 -0.07 0.01
H -4.682 5.525 8.589 0.16 -0.11 0.02
H -4.711 8.306 8.736 0.05 0.02 -0.03
H -5.932 7.413 7.831 0.00 0.02 -0.01
H -3.396 8.684 6.701 0.01 -0.02 0.01
H -5.040 8.733 6.041 0.03 -0.06 -0.11
O -1.768 6.858 1.232 -0.05 0.10 0.09
C -0.943 7.589 0.769 -0.10 -0.19 -0.27
C 0.210 7.219 -0.144 0.28 0.28 0.20
C 1.109 8.451 -0.061 0.01 -0.10 -0.03
C 0.098 9.555 0.221 0.13 0.05 -0.07
O -0.946 8.926 0.986 0.02 0.01 0.04
H -0.185 7.060 -1.149 -0.02 -0.08 0.01
H 0.697 6.311 0.206 -0.14 -0.11 -0.08
H 1.702 8.633 -0.955 -0.05 0.03 -0.02
H 1.792 8.350 0.783 0.00 0.02 0.00
H -0.342 9.959 -0.693 -0.01 -0.02 -0.01
H 0.511 10.374 0.804 -0.10 0.00 0.07
O 8.185 -7.125 5.379 -0.01 -0.17 0.04
C 7.589 -7.142 6.416 0.15 0.21 -0.04
C 8.036 -6.594 7.756 -0.18 -0.33 0.23
C 7.057 -7.250 8.728 0.09 0.05 0.00
C 5.825 -7.438 7.851 -0.05 0.01 0.15
O 6.339 -7.651 6.523 -0.03 -0.02 0.00
H 7.931 -5.508 7.735 0.06 0.01 -0.04
H 9.072 -6.858 7.948 0.06 0.15 -0.11
H 6.857 -6.666 9.624 -0.04 0.03 -0.04
H 7.442 -8.222 9.038 -0.02 -0.01 0.00
H 5.189 -6.551 7.834 0.02 0.02 -0.01
H 5.224 -8.297 8.135 0.00 -0.03 -0.13
O -1.372 -2.892 -9.591 -0.05 -0.10 -0.03
C -1.971 -2.836 -8.557 0.10 0.23 -0.03
C -1.555 -2.133 -7.275 -0.26 -0.36 0.13
C -2.499 -2.747 -6.247 0.24 0.18 0.19
C -3.713 -3.093 -7.087 -0.05 -0.04 0.17
O -3.191 -3.408 -8.391 0.01 0.00 0.01
H -1.720 -1.062 -7.400 0.08 0.02 -0.03
H -0.506 -2.318 -7.060 0.05 0.13 -0.13
H -2.733 -2.094 -5.409 -0.06 -0.03 0.00
H -2.059 -3.661 -5.845 -0.04 0.00 0.03
H -4.406 -2.252 -7.185 0.02 0.01 -0.02
H -4.251 -3.953 -6.695 -0.04 -0.05 -0.17
```
Forces are in eV/Å.

Atomic partial charges in e from the Mulliken method, atoms 1 to 99: atom 1 (C): -1.47, atom 2 (C): 0.36, atom 3 (C): -0.36, atom 4 (C): -1.16, atom 5 (C): 0.62, atom 6 (C): -1.46, atom 7 (C): 0.73, atom 8 (C): -0.85, atom 9 (C): 0.50, atom 10 (C): -1.52, atom 11 (C): -0.05, atom 12 (C): 1.75, atom 13 (C): -1.71, atom 14 (O): 0.56, atom 15 (C): 0.01, atom 16 (C): -0.70, atom 17 (C): 1.01, atom 18 (C): -1.70, atom 19 (C): -0.92, atom 20 (C): -0.18, atom 21 (C): 0.40, atom 22 (C): 1.35, atom 23 (C): -1.47, atom 24 (C): -1.56, atom 25 (O): -0.45, atom 26 (C): 0.16, atom 27 (O): -0.50, atom 28 (H): 0.33, atom 29 (H): 0.37, atom 30 (H): 0.34, atom 31 (H): -0.38, atom 32 (H): 0.39, atom 33 (H): 0.12, atom 34 (H): 0.30, atom 35 (H): 0.40, atom 36 (H): 0.39, atom 37 (H): -0.43, atom 38 (H): 0.39, atom 39 (H): 0.48, atom 40 (H): 0.30, atom 41 (H): 0.17, atom 42 (H): -0.52, atom 43 (H): 0.40, atom 44 (H): 0.38, atom 45 (H): 0.52, atom 46 (H): -0.34, atom 47 (H): 0.37, atom 48 (H): 0.48, atom 49 (H): -0.63, atom 50 (H): 0.49, atom 51 (H): -0.52, atom 52 (H): 0.67, atom 53 (H): 0.11, atom 54 (H): -0.24, atom 55 (H): 0.38, atom 56 (H): 0.34, atom 57 (H): 0.29, atom 58 (H): 0.57, atom 59 (H): 0.70, atom 60 (H): -0.29, atom 61 (H): 0.52, atom 62 (H): 0.23, atom 63 (H): 0.18, atom 64 (H): 0.43, atom 65 (H): 0.21, atom 66 (H): 0.30, atom 67 (H): 0.41, atom 68 (O): -0.62, atom 69 (C): 0.42, atom 70 (C): 0.22, atom 71 (C): -0.57, atom 72 (C): -0.43, atom 73 (O): -0.31, atom 74 (H): -0.35, atom 75 (H): 0.40, atom 76 (H): 0.33, atom 77 (H): 0.28, atom 78 (H): 0.26, atom 79 (H): 0.32, atom 80 (O): -0.65, atom 81 (C): 0.52, atom 82 (C): 0.14, atom 83 (C): -0.09, atom 84 (C): -0.26, atom 85 (O): -0.31, atom 86 (H): -0.57, atom 87 (H): 0.39, atom 88 (H): 0.57, atom 89 (H): -0.03, atom 90 (H): -0.09, atom 91 (H): 0.38, atom 92 (O): -0.58, atom 93 (C): 0.59, atom 94 (C): -0.21, atom 95 (C): -0.58, atom 96 (C): -0.48, atom 97 (O): -0.39, atom 98 (H): 0.30, atom 99 (H): 0.05

***

Here is a molecular structure, C16H29I2N6RuSSeSi in a non-equilibrium geometry from OMol25. Energies are from wB97M-V/def2-TZVPD.

Results
LUMO energy (alpha / beta) ... -5.5 / -7.2 eV
Multiplicity ... 6
Orbital gap (alpha / beta) ... 7.0 / 5.6 eV
Highest occupied orbital energy (alpha / beta) ... -12.479 / -12.893 eV
DFT total energy ... -128832.484 eV
Charge ... +2

```
57
Properties=species:S:1:pos:R:3:forces:R:3
Ru -0.176 -0.111 -0.804 -0.41 1.00 -0.31
N -2.619 4.052 3.183 -0.11 0.13 0.13
C -2.110 3.073 2.427 0.20 -0.38 -0.24
C -0.745 3.026 2.083 -0.04 -0.05 -0.02
C -0.280 2.024 1.273 0.15 0.39 0.41
N -1.056 1.046 0.784 0.05 -0.12 -0.18
C -2.349 1.056 1.141 -0.27 -0.05 0.11
C -2.905 2.015 1.947 0.11 0.08 0.03
H -2.036 4.810 3.495 -0.11 0.01 0.04
H -3.599 4.071 3.415 0.16 0.07 -0.01
H -0.063 3.778 2.444 0.11 0.12 0.02
H 0.773 1.993 1.006 -0.21 0.05 0.01
H -2.961 0.245 0.766 0.04 0.10 -0.08
H -3.950 1.974 2.209 -0.15 -0.11 -0.05
N 1.331 -0.460 -3.498 0.62 -0.40 -0.62
C 0.833 -0.512 -2.464 -0.39 -0.02 0.18
C 3.693 1.156 2.344 0.11 -0.70 -0.45
Si 3.961 -0.494 1.434 -0.23 0.26 -0.16
C 4.007 -2.056 2.526 -0.12 0.67 -0.57
C 5.064 -0.458 -0.109 -0.57 -0.05 0.57
Se 1.644 -0.775 0.487 0.89 -0.42 0.45
H 4.490 1.356 3.053 0.22 -0.05 0.15
H 2.754 1.150 2.891 -0.09 -0.11 0.11
H 3.665 1.986 1.642 0.03 0.01 -0.18
H 4.938 -2.118 3.081 0.23 0.09 0.05
H 3.922 -2.956 1.921 0.03 -0.02 -0.15
H 3.192 -2.059 3.248 -0.08 0.14 0.05
H 6.108 -0.294 0.152 0.12 0.01 0.19
H 4.764 0.345 -0.782 -0.10 0.09 0.06
H 5.005 -1.392 -0.665 -0.05 -0.12 0.04
I -2.506 -0.279 -2.247 0.43 -0.18 0.20
I -1.460 -3.491 -2.854 -0.05 0.09 -0.08
S 0.365 2.466 -1.826 0.20 -0.45 0.87
C -0.394 2.556 -3.356 -0.29 -0.01 -0.08
N 0.082 1.844 -4.400 -0.01 0.09 0.15
C -0.497 1.848 -5.609 -0.18 0.01 -0.29
C -1.612 2.611 -5.841 0.00 0.04 0.14
C -2.131 3.380 -4.794 0.20 -0.12 -0.20
C -1.523 3.360 -3.562 0.14 -0.16 -0.10
H 0.858 1.186 -4.216 -0.29 0.25 -0.10
H -0.041 1.222 -6.361 0.02 -0.02 0.01
H -2.084 2.612 -6.808 0.02 -0.05 -0.16
H -3.010 3.985 -4.954 -0.10 0.07 -0.02
H -1.906 3.934 -2.734 0.03 0.00 0.07
N -1.770 -5.441 2.410 -0.05 -0.24 0.27
C -1.597 -4.570 1.209 0.14 0.76 -0.59
C -1.176 -3.131 1.575 -0.02 -0.21 0.20
N -1.225 -2.289 0.405 -0.10 -0.05 -0.34
H -2.053 -6.391 2.132 0.08 0.21 0.18
H -2.500 -5.057 3.027 0.25 -0.20 -0.09
H -0.893 -5.509 2.944 -0.29 -0.04 -0.06
H -2.545 -4.545 0.664 0.09 -0.15 0.15
H -0.843 -5.015 0.556 -0.14 -0.13 0.14
H -0.153 -3.113 1.962 -0.06 -0.07 0.13
H -1.843 -2.711 2.332 0.04 -0.08 0.09
H -2.180 -2.225 0.052 0.19 -0.05 -0.17
H -0.656 -2.713 -0.336 -0.41 0.07 0.09
```
Forces are in eV/Å.

Now the natural (NBO) charges, all in e: atom 1 (Ru): 0.73, atom 2 (N): -0.74, atom 3 (C): 0.26, atom 4 (C): -0.30, atom 5 (C): 0.08, atom 6 (N): -0.56, atom 7 (C): 0.08, atom 8 (C): -0.30, atom 9 (H): 0.41, atom 10 (H): 0.41, atom 11 (H): 0.24, atom 12 (H): 0.22, atom 13 (H): 0.22, atom 14 (H): 0.23, atom 15 (N): -0.48, atom 16 (C): 0.08, atom 17 (C): -1.13, atom 18 (Si): 1.61, atom 19 (C): -1.13, atom 20 (C): -1.13, atom 21 (Se): -0.18, atom 22 (H): 0.27, atom 23 (H): 0.25, atom 24 (H): 0.26, atom 25 (H): 0.27, atom 26 (H): 0.26, atom 27 (H): 0.25, atom 28 (H): 0.27, atom 29 (H): 0.27, atom 30 (H): 0.26, atom 31 (I): -0.25, atom 32 (I): -0.16, atom 33 (S): -0.15, atom 34 (C): 0.09, atom 35 (N): -0.47, atom 36 (C): 0.09, atom 37 (C): -0.25, atom 38 (C): -0.10, atom 39 (C): -0.23, atom 40 (H): 0.48, atom 41 (H): 0.24, atom 42 (H): 0.25, atom 43 (H): 0.24, atom 44 (H): 0.25, atom 45 (N): -0.67, atom 46 (C): -0.25, atom 47 (C): -0.24, atom 48 (N): -0.86, atom 49 (H): 0.46, atom 50 (H): 0.45, atom 51 (H): 0.45, atom 52 (H): 0.24, atom 53 (H): 0.24, atom 54 (H): 0.21, atom 55 (H): 0.20, atom 56 (H): 0.39, atom 57 (H): 0.40

***

Here is a single C2H2F2S2 molecule in a non-equilibrium geometry from OMol25. Energies are from wB97M-V/def2-TZVPD.

Results
LUMO energy ... 0.6 eV
Orbital gap ... 9.7 eV
Highest occupied orbital energy ... -9.050 eV
DFT total energy ... -29210.223 eV

```
8
Properties=species:S:1:pos:R:3:forces:R:3
F 0.871 1.340 -0.149 -0.25 -1.11 -0.14
C 0.280 0.221 0.432 1.64 2.75 0.06
S 0.861 0.164 2.080 -0.35 -0.69 0.45
C -0.583 -0.430 -0.309 -1.74 -1.08 0.55
F -1.401 -1.358 0.354 1.14 0.80 -1.04
S -0.930 0.008 -1.974 0.03 -1.34 0.17
H 1.562 1.315 2.017 -0.30 -0.22 -0.24
H -0.660 -1.261 -2.451 -0.18 0.90 0.20
```
Forces are in eV/Å.

Now the natural (NBO) charges, all in e: atom 1 (F): -0.34, atom 2 (C): 0.18, atom 3 (S): 0.05, atom 4 (C): 0.10, atom 5 (F): -0.33, atom 6 (S): 0.04, atom 7 (H): 0.16, atom 8 (H): 0.15

***

Here is 2 unconnected molecules or ions with the total composition C4H12BN in a non-equilibrium geometry from OMol25. Energies are from wB97M-V/def2-TZVPD.

Results
LUMO energy (alpha / beta) ... 0.2 / -0.8 eV
Orbital gap (alpha / beta) ... 9.8 / 7.5 eV
Highest occupied orbital energy (alpha / beta) ... -9.564 / -8.231 eV
DFT total energy ... -6504.494 eV

```
18
Properties=species:S:1:pos:R:3:forces:R:3
B 0.418 2.344 -0.807 1.11 -1.17 1.83
C -1.747 -1.453 -0.671 -0.86 0.37 0.84
C 0.623 -0.304 1.780 0.40 -2.87 -0.21
C -0.618 -0.963 -1.484 -0.23 1.58 0.03
C 1.427 0.435 0.738 -2.18 -0.72 -2.67
N 0.592 1.081 -0.348 0.92 -0.58 1.93
H -0.309 2.553 -1.593 -1.93 0.72 -2.38
H 1.017 3.176 -0.235 0.46 0.53 0.29
H -1.215 -2.079 0.038 -1.01 -0.11 0.87
H -2.546 -0.716 -0.225 2.14 -0.61 -0.22
H -2.507 -2.050 -1.175 0.53 -0.50 -0.74
H -0.211 0.175 2.221 -0.85 1.15 -0.03
H 0.165 -1.242 1.241 1.09 1.46 1.53
H 1.258 -0.559 2.695 -0.56 -0.19 -1.49
H 0.408 -0.863 -1.113 -0.60 -0.72 -0.35
H -0.857 -0.447 -2.396 0.26 0.12 -0.42
H 2.035 1.153 1.174 1.10 1.78 0.63
H 2.068 -0.238 0.160 0.21 -0.24 0.58
```
Forces are in eV/Å.

Now the natural (NBO) charges, all in e: atom 1 (B): 0.31, atom 2 (C): -0.72, atom 3 (C): -0.62, atom 4 (C): -0.20, atom 5 (C): -0.25, atom 6 (N): -0.52, atom 7 (H): -0.06, atom 8 (H): -0.05, atom 9 (H): 0.22, atom 10 (H): 0.24, atom 11 (H): 0.23, atom 12 (H): 0.22, atom 13 (H): 0.20, atom 14 (H): 0.22, atom 15 (H): 0.20, atom 16 (H): 0.18, atom 17 (H): 0.21, atom 18 (H): 0.19